(1)
DFT (ωB97M-V/def2-TZVPD) results for a gas-phase ion, C5H9N2S (charge +1).

Computed properties:
total charge	+1
lowest unoccupied orbital energy	-2.896	eV

Element x y z (Å)
C: 1.95458 0.63885 -0.55013
C: 1.24943 -0.45276 -0.16061
C: 0.09931 1.42145 0.31386
C: 1.41849 -1.88343 -0.24141
C: -2.46667 1.26680 0.93359
N: 0.08246 0.08667 0.38218
N: 1.22607 1.74004 -0.25544
S: -1.24008 2.44585 0.70867
H: 2.96374 0.71143 -1.06913
H: 0.59917 -2.46753 0.08026
H: 1.72609 -2.28832 -1.24764
H: 2.27588 -2.22206 0.47562
H: -3.37441 1.67505 1.17601
H: -2.10152 0.46943 1.54630
H: -2.63478 0.74743 -0.09629
H: -0.83478 -0.46427 0.44983
H: 1.53170 2.69948 -0.32222

=====

(2)
DFT (ωB97M-V/def2-TZVPD) results for C5H9N3 in the gas phase.

Computed properties:
total charge	0
lowest unoccupied orbital energy	0.875	eV

Element x y z (Å)
C: 1.11709 -0.27949 -0.30716
C: 0.60262 0.87613 0.48012
C: -0.71632 1.56444 -0.08005
C: -1.21950 -0.69340 0.08765
C: 0.10973 -0.57639 0.77144
H: 2.84104 -0.12101 -1.27946
H: 2.38364 -1.69900 -0.33171
H: 0.55240 -0.35649 -1.25131
H: 1.20000 1.13848 1.42170
H: -1.22557 2.35667 0.61433
H: -0.48402 2.25850 -0.83852
H: -2.72483 0.52993 -0.40029
H: -1.62681 -2.29550 0.55086
H: 0.39185 -0.98931 1.65252
N: 2.42012 -0.63331 -0.33548
N: -1.55697 0.53693 -0.55292
N: -2.06446 -1.61718 -0.20170

=====

These records have energy relative to the best compared isomer or geometry (same formula, charge and spin) values of 1.1; 90.8 kcal/mol, in the order they appear.
These records have max |F| values of 5.129; 5.478 eV/A, in the order they appear.